{"formula": "C17H19ClN3O12S2SeY", "method": "ωB97M-V/def2-TZVPD", "total_charge": -2, "homo_lumo_gap_ev": 6.7612, "e_homo_ha": -0.0882, "energy_ha": -5422.8934, "species": ["Y", "O", "C", "O", "C", "C", "C", "C", "C", "N", "C", "O", "O", "H", "H", "H", "H", "O", "Cl", "O", "O", "O", "O", "S", "O", "O", "O", "N", "C", "N", "S", "H", "H", "H", "H", "C", "C", "C", "C", "C", "C", "Se", "C", "C", "C", "H", "H", "H", "H", "H", "H", "H", "H", "H", "H", "H"], "xyz": [[0.826, -0.859, 1.275], [-2.906, -2.501, 1.059], [-2.156, -1.542, 1.306], [-1.335, -0.972, 0.510], [-2.098, -0.967, 2.714], [-3.022, -1.184, 3.706], [-2.746, -0.632, 4.959], [-1.553, 0.048, 5.178], [-0.667, 0.162, 4.126], [-0.971, -0.298, 2.925], [0.723, 0.751, 4.209], [1.049, 1.342, 5.241], [1.392, 0.561, 3.134], [-1.581, -3.745, 0.874], [-3.916, -1.763, 3.495], [-3.458, -0.750, 5.771], [-1.282, 0.470, 6.141], [4.573, -1.236, 0.329], [3.942, -0.721, 1.519], [4.875, -0.576, 2.608], [2.834, -1.662, 1.938], [3.242, 0.544, 1.234], [-0.838, -4.418, 0.920], [0.488, -3.738, 1.351], [1.367, -4.819, 1.650], [0.161, -2.807, 2.474], [0.905, -2.860, 0.229], [1.131, 3.308, 2.019], [-0.119, 3.115, 1.556], [-0.244, 2.103, 0.664], [-1.438, 4.095, 2.025], [1.772, 2.528, 1.986], [1.177, 3.846, 2.865], [0.567, 1.793, 0.126], [-1.125, 2.026, 0.204], [-1.479, 1.069, -6.397], [-0.728, 0.811, -5.111], [0.374, 1.574, -4.762], [1.094, 1.349, -3.581], [2.290, 2.246, -3.291], [0.688, 0.309, -2.722], [1.672, 0.019, -1.159], [-0.398, -0.504, -3.079], [-0.800, -1.684, -2.221], [-1.096, -0.225, -4.258], [-1.203, 2.038, -6.829], [-2.562, 1.066, -6.233], [-1.264, 0.298, -7.147], [0.699, 2.379, -5.425], [2.484, 2.907, -4.144], [3.185, 1.657, -3.076], [2.124, 2.858, -2.396], [-1.178, -1.367, -1.249], [0.063, -2.321, -2.008], [-1.572, -2.277, -2.721], [-1.957, -0.846, -4.510]], "mulliken_charge": [0.971, -0.849, 0.115, -0.681, 0.665, -0.862, -0.209, -0.820, 0.380, 0.658, 0.009, -0.806, -0.331, 0.441, 0.494, 0.400, 0.502, -0.630, 1.786, -0.692, -0.570, -0.532, -0.566, 1.150, -0.680, -0.474, -0.533, -0.391, 0.068, -0.008, -0.435, 0.187, 0.256, -0.067, 0.142, -1.466, 0.735, -1.015, 0.672, -1.533, 0.448, 0.019, 1.001, -1.048, -1.087, 0.339, 0.338, 0.278, 0.183, 0.360, 0.327, 0.243, 0.167, 0.302, 0.351, 0.296]}